{"formula": "C50H54LaN10O7P2S", "method": "wB97M-V/def2-TZVPD", "symbols": ["C", "C", "H", "H", "C", "H", "H", "C", "O", "H", "C", "C", "O", "H", "H", "C", "N", "H", "C", "H", "H", "C", "C", "H", "N", "H", "H", "H", "H", "C", "H", "La", "N", "C", "H", "H", "C", "H", "O", "H", "H", "C", "H", "C", "N", "C", "H", "C", "H", "H", "C", "C", "H", "H", "C", "C", "H", "H", "C", "H", "H", "H", "C", "C", "C", "H", "H", "H", "O", "H", "C", "N", "N", "H", "H", "C", "H", "C", "P", "O", "N", "C", "S", "C", "C", "P", "C", "H", "H", "H", "H", "H", "C", "C", "N", "C", "H", "C", "H", "C", "C", "H", "C", "H", "N", "H", "C", "H", "H", "O", "H", "C", "C", "C", "C", "H", "C", "C", "H", "O", "C", "C", "C", "N", "C"], "coordinates": [[-1.33678, -4.90264, -0.10542], [3.62067, 4.19164, -3.25106], [-4.24040, -2.96924, -0.95832], [-0.61288, -3.32578, 3.24241], [-0.18702, -3.62190, -4.07709], [-4.04310, 0.89344, -0.61977], [4.29537, -3.56050, 5.27479], [2.59652, -4.65073, 4.45115], [0.20710, 2.39108, -0.78691], [-1.15584, -4.97155, -2.72766], [0.10838, -2.54227, 3.41601], [-1.95640, 0.27684, -2.81402], [-3.78515, -2.60675, -5.88592], [4.96374, -3.21925, -2.23502], [1.93262, -3.31788, 6.02931], [1.16527, 4.58460, 1.06304], [0.15253, -1.37123, 2.82191], [0.64877, -4.32170, 5.33732], [-2.60844, -4.17954, 1.78758], [-2.37100, -6.24480, 1.21433], [3.21742, 5.18851, -3.37916], [-4.47753, 2.68186, 0.16788], [0.61712, -1.64293, -3.05424], [1.08372, -0.66400, -3.10356], [1.83347, -1.48451, 4.19690], [2.71431, -2.15598, 0.43968], [3.76433, 2.32685, 0.47712], [2.05531, 3.56460, -1.92195], [0.75405, -2.00567, -5.16048], [3.81476, 3.46269, 2.81256], [-5.15598, 4.38518, 0.94367], [-0.20689, -0.30715, 0.20516], [-5.45326, 3.51824, 0.53104], [0.43568, -2.38840, -4.19920], [6.28496, -3.35636, -0.14091], [6.00236, -1.62021, 1.60548], [-6.18057, 1.05609, -0.56661], [-3.27653, -4.40139, 2.61407], [1.81632, -2.37796, 0.72651], [-0.29603, 2.63182, 3.41262], [5.34114, 4.75669, 3.57006], [4.64823, 1.62986, -2.91738], [-1.00322, 6.75969, 2.50149], [3.36060, 1.48666, 4.09649], [-4.80300, 1.51750, -0.38228], [-0.62101, -4.03802, -2.83138], [4.42895, 0.24027, 1.26355], [5.43497, -1.56238, 0.68347], [3.61447, 4.11240, 1.96755], [-6.20487, 0.40915, -1.44025], [-1.00896, -3.57160, -0.39050], [-4.04263, -2.73076, -3.05610], [1.12022, -5.63143, 3.17264], [4.69442, -4.63552, 3.92951], [3.84207, -0.38827, -0.71404], [-2.12060, -5.21474, 0.99497], [2.06399, -4.35993, 2.36701], [-7.41121, 4.15766, 0.22354], [5.05676, 3.03469, 4.82806], [3.43176, -1.33218, -2.60968], [5.81596, 3.32910, 5.54230], [2.80113, -5.92577, 2.71870], [4.55558, -0.49899, 0.47926], [3.99066, -1.38875, -1.68034], [-0.47938, 5.83040, 2.31109], [2.82064, 0.57261, 4.25901], [1.91012, 4.53829, 0.27422], [4.53993, 1.23505, 5.87037], [-2.90982, 0.38382, 1.67493], [-6.49675, 0.46880, 0.29840], [-2.21831, -2.86848, 1.52697], [0.22208, -2.04463, -1.83739], [1.12980, -2.62590, 4.26026], [-1.50866, 4.74245, 3.84937], [6.19370, 2.24394, -4.26893], [-3.38188, -1.74603, -3.74643], [1.53630, -3.12972, 0.19090], [-0.75835, 4.70285, 3.06858], [2.61231, 0.95034, -1.00446], [-2.73713, -0.65031, -5.78054], [1.23136, -0.74209, 3.33748], [4.79227, 3.83443, 3.72088], [-2.83447, 3.09750, 0.40434], [-2.85087, -0.91221, -2.73300], [0.89986, 3.45325, 1.82763], [1.80568, 1.85685, 1.70778], [2.11112, -5.16978, 3.09940], [5.07062, 0.64132, -2.79795], [-6.83077, 2.75564, -1.69800], [-0.35750, -4.24039, -4.94974], [3.87367, -3.09996, 3.61943], [-0.25124, 3.19312, -0.50692], [3.08308, 2.27985, 2.98562], [-1.36801, -2.51373, 0.46842], [-3.18638, -1.34023, -1.52884], [-0.07652, 3.51761, 2.82222], [-7.26073, 2.78831, 1.32326], [-7.08660, 2.25893, -0.75961], [-0.34039, 2.01550, -1.50741], [-6.88231, 3.22400, 0.39566], [2.97192, 3.28570, -2.42740], [2.71514, -5.49767, 5.13124], [3.94341, -3.94161, 4.31309], [-2.40909, -0.02025, -5.09311], [2.81987, 1.99952, 0.32385], [-0.97270, -5.70750, -0.73771], [-2.04587, 1.08118, 1.39219], [-2.59139, -2.09515, 2.19411], [5.29689, 4.52737, -4.55294], [-1.78678, 0.84400, -3.88989], [-8.12663, 1.94171, -0.80236], [4.85897, -2.45319, -1.47473], [5.59158, -2.53657, -0.29320], [4.34104, 1.86474, 5.01065], [4.78579, 3.82032, -3.91176], [-4.57675, -3.59210, -3.42675], [1.54540, -3.74964, 5.11028], [5.29026, 2.54012, -3.75062], [0.69026, 6.64798, 0.70623], [-1.39285, 0.63232, -1.71085], [0.47613, 5.76840, 1.30279], [3.49201, 1.99961, -2.23676], [-3.31742, -1.70670, -5.23317], [-3.90569, -2.44206, -1.74806], [-0.41242, -3.22797, -1.71602]], "forces_ev_per_angstrom": [[0.07, -0.10, -0.02], [-0.02, -0.05, 0.00], [0.02, -0.03, 0.04], [0.09, 0.09, 0.01], [-0.03, -0.05, 0.00], [-0.03, 0.03, -0.05], [-0.01, -0.01, -0.06], [-0.01, 0.23, -0.20], [-0.09, 0.12, -0.13], [0.00, 0.03, -0.01], [-0.06, -0.13, -0.14], [0.16, 0.23, 0.18], [0.05, 0.01, 0.02], [0.01, 0.07, 0.04], [-0.03, 0.04, 0.07], [-0.04, 0.06, -0.07], [0.20, 0.42, 0.13], [-0.09, 0.03, 0.01], [-0.04, -0.03, -0.09], [0.01, 0.01, -0.01], [-0.01, -0.03, -0.01], [0.27, 0.08, -0.09], [0.04, 0.04, 0.21], [-0.04, 0.00, 0.01], [-0.53, -0.11, -0.30], [0.01, -0.05, -0.05], [0.04, 0.23, -0.03], [0.05, 0.01, -0.01], [-0.02, -0.01, 0.07], [0.00, -0.05, 0.01], [0.03, 0.02, 0.02], [1.34, -0.32, -0.67], [-0.21, -0.07, 0.01], [0.04, -0.04, -0.11], [-0.08, 0.05, 0.00], [-0.06, 0.00, -0.04], [0.14, 0.08, -0.01], [0.02, 0.02, -0.02], [-0.10, 0.34, 0.09], [-0.01, 0.05, 0.02], [-0.02, -0.05, 0.01], [-0.02, 0.00, 0.01], [0.01, -0.06, -0.02], [0.04, 0.09, -0.10], [-0.16, -0.29, -0.01], [0.10, -0.04, -0.08], [0.04, -0.01, -0.05], [-0.07, 0.03, -0.04], [-0.02, -0.01, 0.05], [0.04, -0.04, -0.04], [-0.09, 0.00, -0.06], [-0.09, -0.12, 0.10], [0.08, 0.03, -0.02], [-0.04, 0.05, 0.01], [0.01, 0.06, 0.02], [0.01, 0.09, -0.03], [-0.01, -0.02, 0.03], [0.00, 0.07, -0.01], [0.00, 0.04, -0.04], [0.01, -0.02, 0.04], [-0.03, -0.01, -0.03], [-0.05, 0.05, 0.00], [0.10, -0.05, 0.01], [0.06, -0.08, -0.02], [0.05, 0.04, -0.06], [-0.04, -0.04, 0.02], [-0.02, 0.00, 0.04], [-0.02, 0.03, -0.05], [-0.27, 0.06, 0.20], [0.00, -0.02, 0.04], [-0.05, -0.11, -0.04], [-0.28, 0.10, -0.05], [0.29, -0.16, 0.28], [0.03, -0.01, -0.04], [-0.02, 0.00, 0.02], [0.07, 0.10, -0.05], [-0.02, 0.01, -0.07], [0.05, -0.10, 0.02], [0.77, 0.10, 0.22], [-0.19, -0.38, -0.30], [0.10, -0.37, 0.34], [-0.01, -0.01, -0.02], [-0.30, 0.47, -0.03], [0.09, 0.17, 0.04], [-0.06, -0.08, 0.12], [0.37, 0.76, -0.05], [-0.03, -0.14, 0.05], [0.01, 0.01, 0.04], [-0.07, -0.02, 0.00], [-0.03, 0.03, 0.02], [0.00, -0.03, 0.02], [-0.04, -0.01, 0.10], [0.05, -0.19, 0.02], [-0.28, -0.67, 0.05], [-0.18, -0.05, 0.08], [0.05, 0.05, -0.05], [0.00, 0.01, 0.04], [0.12, 0.05, 0.02], [-0.17, 0.10, 0.03], [0.15, -0.04, -0.01], [-0.01, -0.07, -0.04], [-0.02, 0.00, 0.05], [0.00, -0.06, 0.04], [0.15, 0.26, 0.15], [-0.16, -0.39, 0.12], [-0.06, 0.05, 0.03], [-0.62, 0.09, 0.52], [0.04, 0.00, 0.02], [-0.02, -0.02, 0.01], [0.09, 0.04, 0.01], [-0.01, 0.01, -0.03], [-0.03, 0.02, 0.03], [-0.02, 0.01, -0.02], [-0.04, -0.03, -0.01], [0.00, -0.01, 0.01], [0.02, 0.07, 0.06], [0.12, 0.04, -0.14], [-0.02, -0.04, 0.01], [-0.01, -0.06, 0.02], [-0.17, -0.38, -0.27], [0.00, -0.04, 0.01], [-0.25, 0.00, -0.13], [0.04, 0.01, -0.08], [-0.13, -0.09, 0.03], [-0.03, 0.02, 0.04]], "lowdin_charge": [-0.05, -0.07, 0.16, 0.13, -0.03, 0.09, 0.08, -0.40, -0.23, 0.11, -0.12, -0.55, 0.10, 0.11, 0.13, -0.12, -0.03, 0.13, -0.11, 0.10, 0.11, -0.75, -0.15, 0.10, 0.09, 0.02, 0.07, 0.08, 0.12, -0.10, 0.13, 1.81, 0.03, -0.03, 0.11, 0.11, -0.15, 0.10, -0.10, 0.10, 0.11, -0.08, 0.11, -0.09, 0.04, 0.00, 0.09, -0.07, 0.10, 0.12, -0.25, 0.00, 0.08, 0.08, -0.39, -0.09, 0.06, 0.12, -0.08, 0.10, 0.11, 0.09, -0.09, -0.13, -0.08, 0.04, 0.09, 0.11, 0.00, 0.13, -0.20, 0.01, -0.07, 0.11, 0.11, -0.06, 0.05, -0.09, 0.94, 0.13, -0.05, -0.07, 0.76, -0.16, -0.39, 0.94, -0.07, 0.09, 0.13, 0.12, 0.06, 0.01, -0.33, -0.29, 0.11, -0.12, 0.12, -0.16, 0.02, -0.15, -0.10, 0.14, -0.07, 0.05, -0.41, 0.11, -0.38, 0.08, 0.11, 0.08, 0.12, -0.07, -0.07, -0.07, -0.08, 0.14, -0.09, -0.07, 0.11, -0.27, -0.07, -0.33, -0.51, 0.04, -0.24], "energy_ha": -4124.4636, "relative_energy_kj_mol": 21.4, "spin_multiplicity": 1, "charge": 1, "gap_ev": 8.4, "largest_force_ev_per_a": 1.5, "e_lumo_ev": -2.0}